This record from OMol25 describes C18H32O30S6 as an isolated structure. The level of theory is the ωB97M-V functional and the def2-TZVPD basis.

Last column: Mulliken charge in e.
Geometry (Å):
C 14.802889 14.265351 11.153877  0.34
C 14.402487 13.310094 9.968388  -0.05
O 13.623071 12.302356 10.675431  -0.07
C 13.375508 12.719723 11.954982  0.70
O 12.601478 12.233853 12.744268  -0.61
O 14.076470 13.764075 12.263599  -0.29
H 14.698891 15.396030 11.099771  0.33
H 15.843668 14.034986 11.370025  -0.40
H 15.285081 12.881292 9.532082  -0.09
H 13.794448 13.781708 9.224964  0.16
C 9.222635 12.967146 11.622181  0.28
C 9.222709 11.520043 11.142686  -0.14
O 9.782445 11.619851 9.844550  -0.36
C 9.556108 12.869029 9.443973  0.68
O 9.849954 13.185643 8.281476  -0.65
O 9.076337 13.659095 10.359266  -0.30
H 10.159937 13.336634 12.070457  -0.28
H 8.373605 13.280094 12.205325  0.33
H 8.244649 11.043929 11.104423  0.35
H 9.966710 10.959010 11.795748  0.17
C 9.788763 16.697732 8.826171  -0.07
C 10.953174 16.389129 7.920449  -0.35
O 11.836084 15.741723 8.815853  -0.27
S 11.809613 16.387281 10.248896  0.98
O 12.871231 17.243324 10.421996  -0.58
O 11.561184 15.334838 11.142506  -0.28
O 10.507367 17.185244 9.991588  -0.41
H 9.220235 15.840555 9.223456  0.04
H 9.111648 17.527877 8.602404  0.28
H 11.411665 17.259908 7.481006  0.35
H 10.667398 15.663670 7.159037  0.31
C 11.599988 12.418879 15.565913  -0.27
C 11.954037 13.858194 15.397087  0.23
O 10.737756 14.547090 16.035680  -0.38
S 9.426308 13.734838 15.706593  1.05
O 8.626819 14.146432 14.604268  -0.50
O 8.712060 13.461832 16.939717  -0.59
O 10.185989 12.387620 15.160073  -0.35
H 11.461923 12.217426 16.689152  0.36
H 12.224297 11.628079 15.178932  0.24
H 12.034379 14.118455 14.299921  -0.10
H 12.817244 14.131866 16.023977  0.29
C 17.297380 10.417202 6.425872  -0.35
C 16.041185 9.700189 6.707703  -0.35
O 16.308347 8.767318 7.773057  -0.34
S 17.173194 9.632540 8.765478  1.04
O 18.036974 8.677249 9.366122  -0.70
O 16.365145 10.504562 9.585238  -0.01
O 17.983217 10.499300 7.649345  -0.34
H 17.076218 11.412207 6.013987  0.29
H 17.931839 9.904094 5.732050  0.31
H 15.629213 9.155052 5.895792  0.47
H 15.280603 10.343780 7.117176  0.09
C 16.560106 10.597601 12.564259  0.37
C 17.090605 9.898310 13.696616  -0.40
O 17.147033 10.890253 14.716473  -0.41
S 16.195736 12.158637 14.426140  1.06
O 17.095290 13.303729 14.363112  -0.58
O 15.108294 12.207937 15.319923  -0.55
O 15.708932 11.681180 12.948461  -0.16
H 15.955761 9.948219 11.958695  -0.17
H 17.324976 11.097937 12.028968  0.10
H 18.043592 9.511096 13.565221  0.35
H 16.359647 9.161638 14.102951  0.29
C 19.629911 15.217744 12.966628  -0.39
C 18.384782 16.039409 12.515978  -0.15
O 18.358942 15.878913 11.082888  -0.29
S 19.047283 14.497021 10.662224  0.96
O 20.022471 14.891829 9.700537  -0.63
O 18.061809 13.514539 10.287406  -0.37
O 19.712330 14.085598 12.076324  -0.28
H 19.376232 14.849674 13.993817  0.30
H 20.515444 15.810100 12.816423  0.37
H 18.505391 17.103341 12.773315  0.33
H 17.494041 15.536507 12.876818  0.13
C 11.704502 9.269082 10.265138  0.96
C 12.589165 9.273994 9.047018  0.00
O 13.631530 8.256893 9.267691  -0.29
S 13.538003 7.643277 10.769768  1.04
O 14.840592 7.796376 11.278558  -0.48
O 12.904550 6.321194 10.677668  -0.64
O 12.530630 8.630064 11.370123  -0.28
H 10.783449 8.698452 10.100539  0.34
H 11.425610 10.245311 10.648579  -1.00
H 13.180721 10.181437 8.921128  -0.05
H 12.104100 8.927201 8.060871  0.33

Forces on atoms 1 to 2 (eV/Å):
C 1.131 0.334 -0.456
C -0.263 0.816 1.791

Summary:
Orbital gap: 0.401 Ha


This record from OMol25 describes C18H33Cl2Ge2N3STi as an isolated structure. The level of theory is the ωB97M-V functional and the def2-TZVPD basis.

Last column: Mulliken charge in e.
Geometry (Å):
Ti -0.917484 2.101554 0.420981  0.10
C -3.976700 -1.737323 1.167404  -1.34
C -2.877905 -0.684381 1.344964  -0.35
Ge -1.771638 -0.527317 -0.274561  0.29
C -2.833108 0.012052 -1.855470  -0.13
C -3.217261 -1.236751 -2.661244  -1.51
C -0.762874 -2.145247 -0.669618  0.16
C 0.563808 -1.943179 -0.603826  -0.40
Ge 0.799767 -0.062969 -0.126688  -0.29
C 1.760822 0.314758 1.552258  -0.23
C 3.142526 -0.355884 1.560770  -1.28
C 1.256926 1.268029 -1.534564  0.09
C 2.706362 1.234165 -2.036997  -1.46
C 1.630533 -2.938053 -0.774454  0.45
C 1.389860 -4.295240 -0.557049  -0.59
C 2.401200 -5.222381 -0.745198  -0.78
C 3.663288 -4.811845 -1.151151  -0.43
C 3.919949 -3.463357 -1.359382  -0.97
C 2.909702 -2.537406 -1.163963  0.28
H -4.564999 -1.834256 2.079424  0.40
H -3.552026 -2.716012 0.940282  0.36
H -4.660308 -1.471417 0.359673  0.33
H -2.207447 -0.951142 2.164960  0.40
H -3.327236 0.280974 1.595921  0.32
H -2.262798 0.703333 -2.479102  0.30
H -3.730021 0.520556 -1.493864  0.29
H -2.332776 -1.745914 -3.043165  0.38
H -3.841305 -0.966765 -3.513584  0.43
H -3.775798 -1.949187 -2.053086  0.33
H -1.185748 -3.114953 -0.920949  0.62
H 1.149371 -0.066921 2.370454  0.51
H 1.855483 1.396588 1.699934  0.18
H 3.048848 -1.435719 1.458137  0.37
H 3.658811 -0.154719 2.499844  0.44
H 3.780146 -0.000884 0.750363  0.24
H 1.054503 2.288562 -1.160268  0.12
H 0.564959 1.106543 -2.364289  0.37
H 3.425933 1.358525 -1.226837  0.32
H 2.878370 2.028655 -2.763003  0.43
H 2.913044 0.289411 -2.535827  0.36
H 0.413241 -4.621497 -0.222741  0.40
H 2.207761 -6.271989 -0.568568  0.41
H 4.448192 -5.541359 -1.297762  0.42
H 4.903490 -3.137480 -1.670258  0.42
H 3.105163 -1.482309 -1.315315  0.24
N 0.437411 3.873802 1.115396  -0.36
N 0.475701 4.088197 2.504480  -0.33
C -0.197998 3.298177 3.366249  0.81
N -0.064794 3.577027 4.651656  -0.39
S -1.199203 2.011969 2.874139  -0.41
H 1.387668 3.691949 0.790760  0.34
H 0.129400 4.735468 0.664394  0.34
H 1.083526 4.819820 2.846556  0.21
H 0.495026 4.339611 5.002327  0.22
H -0.570324 3.022617 5.325646  0.23
Cl -3.565250 2.871692 0.148052  -0.05
C -3.274520 3.461802 -1.499915  -0.34
Cl -1.512931 3.447105 -1.818301  -0.08
H -3.627360 4.483070 -1.581966  0.42
H -3.750976 2.797845 -2.212063  0.37

Forces on atoms 1 to 2 (eV/Å):
Ti 0.274 0.163 -0.001
C 0.064 0.012 -0.030

Summary:
Charge: +2
Energy relative to the best compared isomer or geometry (same formula, charge and spin): 0.00 kJ/mol
2S+1: 3
Orbital gap (alpha / beta): 0.263 / 0.270 Ha


This record from OMol25 describes C18H33CsN5O3Te as an isolated structure. The level of theory is the ωB97M-V functional and the def2-TZVPD basis.

Last column: Mulliken charge in e.
Geometry (Å):
Cs 0.109970 -0.496382 -0.536954  1.29
C 1.812717 2.543394 -2.119248  -0.73
O 2.131850 1.218952 -1.716847  -0.29
C 3.335331 1.121091 -0.964355  -0.72
C 3.121931 1.319464 0.516300  -0.39
O 2.415160 0.195525 1.031607  -0.22
C 2.162923 0.239090 2.436415  -0.71
C 0.832447 0.858923 2.778711  -0.57
O -0.222670 -0.025840 2.422182  -0.08
C -1.493603 0.489810 2.787064  -0.80
H 2.553705 2.914148 -2.831725  0.31
H 0.832419 2.515821 -2.588993  0.18
H 1.764869 3.223549 -1.263083  0.31
H 3.732827 0.119878 -1.136267  0.27
H 4.073108 1.844704 -1.324471  0.42
H 4.098636 1.403077 1.006503  0.36
H 2.566467 2.245140 0.712409  0.29
H 2.188615 -0.790927 2.793624  0.28
H 2.956443 0.793404 2.946147  0.38
H 0.795740 1.061972 3.855478  0.39
H 0.701277 1.816750 2.255456  0.33
H -1.559924 0.627109 3.869661  0.30
H -1.680653 1.451699 2.296586  0.29
H -2.247590 -0.224666 2.468213  0.24
C -3.487074 4.068902 -0.425078  -1.25
N -3.770954 3.030800 -1.394724  0.12
C -5.182065 2.792033 -1.676379  -1.14
C -2.803665 2.087643 -1.631768  0.24
N -1.721249 1.912173 -0.967139  -0.30
N -3.068402 1.356821 -2.801550  -0.20
C -2.719228 0.043174 -3.099247  0.32
N -2.965335 -0.262542 -4.418884  -0.44
N -2.227150 -0.745099 -2.224030  -0.53
H -4.184824 4.891538 -0.569119  0.37
H -2.480242 4.458735 -0.569374  0.42
H -3.583648 3.712111 0.607362  0.39
H -5.570737 3.492525 -2.417471  0.31
H -5.763540 2.906412 -0.759367  0.40
H -5.336932 1.774527 -2.023892  0.41
H -1.750177 2.485331 -0.128448  -0.02
H -3.592515 1.853462 -3.499535  0.27
H -3.540917 0.342279 -4.978311  0.18
H -3.025699 -1.237314 -4.656717  0.24
H -2.069393 -1.659714 -2.642717  0.11
C -0.289878 -5.410534 1.478284  -1.00
Te 0.208729 -3.390970 1.863670  -0.01
C -1.859741 -3.082831 2.284030  -0.82
C -2.485009 -4.463493 2.281672  0.49
C -3.814984 -4.633578 2.662694  -0.67
C -4.393492 -5.891471 2.658833  -0.57
C -3.643714 -6.996431 2.272279  -0.55
C -2.322611 -6.832896 1.894066  -0.68
C -1.733770 -5.569213 1.895707  0.48
H 0.374860 -6.046725 2.057645  0.44
H -0.136607 -5.611838 0.420888  0.39
H -2.292706 -2.438205 1.519010  0.34
H -1.957409 -2.591905 3.249909  0.46
H -4.399190 -3.774288 2.970281  0.43
H -5.425237 -6.015118 2.960772  0.40
H -4.087645 -7.983248 2.271397  0.40
H -1.735656 -7.694258 1.598369  0.44

Forces on atoms 1 to 2 (eV/Å):
Cs -0.172 -0.298 -0.211
C 0.055 -0.030 0.069

Summary:
Charge: +1
Energy relative to the best compared isomer or geometry (same formula, charge and spin): 2.69 kJ/mol
Orbital gap: 0.291 Ha


This record from OMol25 describes C18H33CuN6O2 as an isolated structure. The level of theory is the ωB97M-V functional and the def2-TZVPD basis.

Last column: Mulliken charge in e.
Geometry (Å):
Cu 3.184381 -2.218256 1.567029  -0.35
C -0.010669 -1.365066 1.108259  -0.28
O 1.049391 -2.249086 0.883669  -0.36
H 0.227541 -0.379796 0.707509  -0.31
H -0.946719 -1.646646 0.625949  0.27
H -0.172259 -1.127906 2.159809  0.36
C -0.734399 -5.452546 0.882999  0.47
O -1.617149 -6.273756 1.092139  -0.73
N -0.711139 -4.730596 -0.192911  -0.35
N 0.121821 -5.066406 1.729039  -0.25
H -0.069759 -3.950486 -0.180951  0.27
H -1.529999 -4.768916 -0.782911  0.21
H 0.736091 -4.273756 1.608699  0.17
H 0.176051 -5.574066 2.600499  0.20
C 3.377661 3.958834 -0.018661  -1.16
C 3.353511 2.388424 -0.040531  -0.74
C 1.950581 1.842664 -0.119431  0.79
C 1.162741 2.439134 -1.230031  0.24
N 0.556141 2.958634 -2.056311  -0.54
H 2.642681 4.380044 0.667259  0.30
H 3.187661 4.338904 -1.022421  0.32
H 4.257661 4.463634 0.379939  0.37
H 3.876571 1.931534 0.799559  0.43
H 3.979731 2.093924 -0.882681  0.29
H 1.482391 1.906054 0.862859  -0.11
H 1.964021 0.782754 -0.373391  -0.20
C -2.011539 0.008954 -1.979811  -0.57
C -2.320799 1.296084 -2.716161  -0.55
C -3.655149 1.406694 -3.458311  -0.56
C -4.754939 0.973424 -2.639471  0.25
N -5.727609 0.628984 -2.080101  -0.45
H -1.557189 0.148024 -0.998831  0.05
H -1.254069 -0.597456 -2.476401  -0.02
H -2.920209 -0.572416 -1.823481  0.50
H -1.517629 1.468844 -3.432521  0.39
H -2.340949 2.166854 -2.060831  0.32
H -3.766579 0.700204 -4.280841  0.25
H -3.637369 2.416764 -3.867641  0.35
C -0.496649 2.174524 3.392739  -0.94
C -1.654109 2.831344 4.128879  -0.40
C -1.790979 2.262384 5.526809  -0.53
C -2.344489 0.934354 5.500949  0.26
N -2.816729 -0.136966 5.474189  -0.44
H -0.720509 1.169484 3.035139  0.20
H 0.361451 1.985524 4.037759  0.37
H -0.212159 2.769734 2.525039  0.23
H -2.563839 2.806544 3.528979  0.33
H -1.266809 3.844334 4.238149  0.30
H -2.392299 2.903344 6.171529  0.33
H -0.802799 2.145424 5.971699  0.27
N 1.445641 -2.009806 -2.249271  0.31
C 2.121091 -3.036716 -2.847741  -0.17
C 2.699381 -2.666366 -4.064021  -0.48
C 2.415481 -1.308796 -4.146221  -0.74
C 1.727321 -0.922286 -3.022911  -0.26
H 0.916171 -2.136896 -1.398621  0.08
H 2.152821 -3.975286 -2.314371  0.52
H 3.233691 -3.346106 -4.711221  0.44
H 2.699661 -0.741416 -5.020141  0.44
H 1.258121 0.001424 -2.717941  0.60

Forces on atoms 1 to 2 (eV/Å):
Cu -1.024 0.139 -0.425
C 1.100 0.361 0.075

Summary:
2S+1: 3
Orbital gap (alpha / beta): 0.174 / 0.109 Ha


| no. | E_tot (Ha) | F_max (eV/Å) |
| --- | --- | --- |
| 1 | -5351.242004 | 5.46 |
| 2 | -7191.243952 | 0.33 |
| 3 | -1493.135258 | 0.47 |
| 4 | -2824.904065 | 6.73 |